The following is a quantum chemistry calculation of a 3-piece molecular cluster, C6H12 overall, from OMol25.

Bonds (Å) are listed after each position.
CARTESIAN COORDINATES (ANGSTROEM)
1 C -1.21789 0.45989 -1.42565  C2 1.521, H7 1.101, H8 1.096, H9 1.093
2 C -0.45666 -0.44543 -0.47017  C1 1.521, C3 1.528, C6 1.454
3 C -0.88188 -0.22518 0.98077  C2 1.528, C4 1.550, H11 1.096, H12 1.095
4 C 0.30222 0.62568 1.50526  C3 1.550, C5 1.554, H13 1.096, H14 1.093
5 C 1.56943 0.19491 0.71484  C4 1.554, C6 1.524, H15 1.096, H16 1.096
6 C 0.98542 -0.62897 -0.42638  C2 1.454, C5 1.524, H18 1.083
7 H -1.25617 1.47846 -1.00984  C1 1.101
8 H -2.25534 0.12762 -1.54493  C1 1.096
9 H -0.75042 0.50345 -2.41310  C1 1.093
10 H -0.21722 -1.40642 -1.67149  no bonds
11 H -0.93341 -1.18073 1.51460  C3 1.096
12 H -1.84293 0.28578 1.10418  C3 1.095
13 H 0.08858 1.68442 1.32144  C4 1.096
14 H 0.43944 0.50177 2.58298  C4 1.093
15 H 2.11800 1.07020 0.34993  C5 1.096
16 H 2.26482 -0.38717 1.33113  C5 1.096
17 H 0.64352 -1.03255 -1.93406  no bonds
18 H 1.40049 -1.62572 -0.50951  C6 1.083

As for the HOMO energy: -8.5 eV. The value obtained for the HOMO-LUMO gap is 9.2 eV. The calculation puts the LUMO energy at 0.726 eV. The spin multiplicity is 1.